a) This record from the Open Molecules 2025 dataset describes a molecular structure, C5H13NO2. The level of theory is ωB97M-V/def2-TZVPD.

HOMO in eV: -8.50
Orbital gap in eV: 5.628
Lowest unoccupied orbital energy in eV: -2.87

Geometry as ORCA input:
```
! RIJCOSX wB97M-V def2-TZVPD def2/J DEFGRID3
* xyz 0 1
O 2.20 -0.89 -0.47
C 0.99 -0.37 -0.74
C -0.17 -1.23 -0.32
C -1.45 -0.64 -0.83
C -1.42 0.83 -0.40
C -0.25 2.37 1.00
N -0.46 1.03 0.64
H 0.96 -0.17 -1.84
H -0.13 -1.21 0.77
H 0.03 -2.25 -0.64
H -1.56 -0.65 -1.92
H -2.25 -1.25 -0.42
H -2.42 1.24 -0.17
H -1.11 1.43 -1.27
H 0.10 3.07 0.23
H 0.44 2.43 1.84
H -1.20 2.79 1.37
H 2.17 -1.70 0.44
H 0.97 0.68 -0.25
H 2.61 -2.94 1.78
O 1.96 -2.58 1.18
*
```

These are the natural (NBO) partial charges, in e, on atoms 1 to 6: atom 1 (O): -0.558, atom 2 (C): 0.029, atom 3 (C): -0.465, atom 4 (C): -0.411, atom 5 (C): -0.305, atom 6 (C): -0.479

b) This record from the Open Molecules 2025 dataset describes 3 unconnected molecules or ions with the total composition C5H13NO2. The level of theory is ωB97M-V/def2-TZVPD.

HOMO in eV: -8.54
Orbital gap in eV: 9.327
Lowest unoccupied orbital energy in eV: 0.79
Structure (SMILES): C=CON.C=CO.C

Geometry as ORCA input:
```
! RIJCOSX wB97M-V def2-TZVPD def2/J DEFGRID3
* xyz 0 1
C 0.59 1.29 -1.13
C 1.49 0.28 -1.17
C 0.92 1.17 2.04
O 0.87 2.58 -0.85
H 1.82 2.68 -0.70
H -0.47 1.11 -1.24
H 1.28 -0.58 -1.78
H 0.84 -0.87 0.25
H 2.54 0.50 -1.02
H 1.89 0.82 1.71
H 0.85 0.96 3.11
H 0.85 2.24 1.90
N 0.18 -1.76 0.60
C -1.74 -1.63 -0.70
C -2.98 -1.26 -1.01
O -1.20 -1.38 0.52
H 0.26 -2.23 1.50
H 0.13 0.54 1.57
H -1.09 -2.16 -1.38
H -3.60 -0.75 -0.29
H -3.42 -1.56 -1.94
*
```

These are the natural (NBO) partial charges, in e, on atoms 1 to 6: atom 1 (C): 0.225, atom 2 (C): -0.640, atom 3 (C): -0.863, atom 4 (O): -0.657, atom 5 (H): 0.481, atom 6 (H): 0.198

c) This record from the Open Molecules 2025 dataset describes 3 unconnected molecules or ions with the total composition C5H13NO2. The level of theory is ωB97M-V/def2-TZVPD.

HOMO in eV: -7.97
Orbital gap in eV: 8.569
Lowest unoccupied orbital energy in eV: 0.59
Structure (SMILES): C/C=C/C=C/N.O.O

Geometry as ORCA input:
```
! RIJCOSX wB97M-V def2-TZVPD def2/J DEFGRID3
* xyz 0 1
N 3.82 -0.15 0.18
C 2.56 -0.51 0.72
C 1.55 -0.96 -0.01
C 0.21 -1.35 0.46
C -0.75 -0.56 0.91
C -2.11 -1.21 1.25
H 4.31 0.53 0.74
H 3.80 0.15 -0.78
H 2.51 -0.27 1.77
H 1.71 -1.16 -1.08
H -0.03 -2.41 0.44
H -0.84 0.51 1.00
H -2.35 -1.89 0.45
H -2.04 -1.80 2.16
H -2.84 -0.47 1.60
H -0.16 1.62 -3.08
H 0.35 2.66 -2.11
O -0.05 1.79 -2.13
H -2.42 1.75 -0.82
H -3.94 1.59 -1.05
O -3.28 2.15 -0.62
*
```

These are the natural (NBO) partial charges, in e, on atoms 1 to 6: atom 1 (N): -0.819, atom 2 (C): 0.016, atom 3 (C): -0.315, atom 4 (C): -0.211, atom 5 (C): -0.174, atom 6 (C): -0.660

Most stable = c)

a) This record from the Open Molecules 2025 dataset describes 2 unconnected molecules or ions with the total composition C5H13NO2. The level of theory is ωB97M-V/def2-TZVPD.

HOMO in eV: -10.25
Orbital gap in eV: 10.895
Lowest unoccupied orbital energy in eV: 0.64
Structure (SMILES): CCCCC(N)=O.O

Geometry as ORCA input:
```
! RIJCOSX wB97M-V def2-TZVPD def2/J DEFGRID3
* xyz 0 1
C -1.37 -2.97 0.22
C -0.79 -1.83 -0.56
C -1.31 -0.38 -0.17
C -0.77 0.59 -1.15
C 0.65 1.05 -0.79
N 0.97 2.23 -1.51
O 1.34 0.75 0.15
H -0.63 -3.67 0.60
H -2.07 -3.56 -0.39
H -1.79 -2.60 1.16
H 0.32 -1.84 -0.49
H -1.07 -1.97 -1.61
H -2.41 -0.43 -0.07
H -0.93 -0.28 0.85
H -0.70 0.13 -2.16
H -1.21 1.53 -1.45
H 1.39 2.91 -0.88
H 0.37 2.79 -2.08
H 1.38 0.22 2.25
H 0.49 1.15 2.92
O 1.31 0.68 3.09
*
```

These are the natural (NBO) partial charges, in e, on atoms 1 to 6: atom 1 (C): -0.624, atom 2 (C): -0.387, atom 3 (C): -0.410, atom 4 (C): -0.520, atom 5 (C): 0.717, atom 6 (N): -0.865

b) This record from the Open Molecules 2025 dataset describes 3 unconnected molecules or ions with the total composition C5H13NO2. The level of theory is ωB97M-V/def2-TZVPD.

HOMO in eV: -8.29
Orbital gap in eV: 8.985
Lowest unoccupied orbital energy in eV: 0.70
Structure (SMILES): C=CCNC=C.O.O

Geometry as ORCA input:
```
! RIJCOSX wB97M-V def2-TZVPD def2/J DEFGRID3
* xyz 0 1
C 0.47 -0.54 -2.01
C 0.95 0.28 -1.08
N 0.59 1.63 -0.99
C 0.61 2.15 0.38
C 0.10 0.42 2.06
C -0.34 1.37 1.25
H -0.25 -0.23 -2.77
H 0.81 -1.55 -2.13
H 1.72 0.01 -0.38
H -0.23 1.89 -1.53
H 0.39 3.22 0.34
H 1.62 2.09 0.79
H -0.55 -0.23 2.64
H 1.12 0.06 1.99
H -1.39 1.64 1.17
H -1.62 -1.44 -1.60
H -2.55 -1.46 -0.35
O -1.88 -1.94 -0.83
H 0.16 -3.23 1.29
H -0.14 -1.82 0.59
O 0.44 -2.31 1.15
*
```

These are the natural (NBO) partial charges, in e, on atoms 1 to 6: atom 1 (C): -0.548, atom 2 (C): 0.023, atom 3 (N): -0.610, atom 4 (C): -0.258, atom 5 (C): -0.373, atom 6 (C): -0.219

Most stable = a)

a) This record from the Open Molecules 2025 dataset describes 2 unconnected molecules or ions with the total composition C5H13NO2. The level of theory is ωB97M-V/def2-TZVPD.

HOMO in eV: -9.62
Orbital gap in eV: 10.347
Lowest unoccupied orbital energy in eV: 0.73
Structure (SMILES): CCNC(=O)CC.O

Geometry as ORCA input:
```
! RIJCOSX wB97M-V def2-TZVPD def2/J DEFGRID3
* xyz 0 1
C 1.23 0.11 -0.27
C 1.79 0.34 -1.68
C -0.01 0.87 0.00
N -0.69 0.69 1.17
C -0.45 -0.46 2.07
C -1.76 -0.99 2.72
O -0.38 1.77 -0.75
H 0.96 -0.95 -0.24
H 2.06 0.22 0.43
H 2.45 1.21 -1.68
H 2.56 -0.37 -1.99
H 0.98 0.38 -2.41
H -1.43 1.34 1.33
H -0.19 -1.30 1.41
H 0.37 -0.22 2.73
H -2.35 -1.30 1.87
H -2.18 -0.25 3.40
H -1.47 -1.80 3.39
H -0.54 -0.23 -3.20
H -0.59 0.93 -4.21
O -0.37 0.00 -4.10
*
```

These are the natural (NBO) partial charges, in e, on atoms 1 to 6: atom 1 (C): -0.518, atom 2 (C): -0.603, atom 3 (C): 0.669, atom 4 (N): -0.624, atom 5 (C): -0.211, atom 6 (C): -0.613

b) This record from the Open Molecules 2025 dataset describes 2 unconnected molecules or ions with the total composition C5H13NO2. The level of theory is ωB97M-V/def2-TZVPD.

HOMO in eV: -9.69
Orbital gap in eV: 10.540
Lowest unoccupied orbital energy in eV: 0.85
Structure (SMILES): CC[C@H](C)NC=O.O

Geometry as ORCA input:
```
! RIJCOSX wB97M-V def2-TZVPD def2/J DEFGRID3
* xyz 0 1
C 1.71 -0.61 1.09
N 0.57 -1.24 0.75
C -2.52 0.65 -0.38
C -1.14 0.40 0.32
C -0.31 -0.80 -0.33
C -1.21 -1.94 -0.64
O 2.15 0.51 0.66
H 2.44 -1.15 1.90
H 0.22 -2.09 1.14
H -2.69 0.11 -1.32
H -2.59 1.71 -0.56
H -3.26 0.34 0.40
H -1.30 0.47 1.46
H -0.46 1.30 0.29
H 0.37 -0.55 -1.29
H -2.06 -1.71 -1.25
H -0.54 -2.53 -1.24
H -1.46 -2.50 0.23
H 1.60 1.84 -0.82
H 1.38 3.31 -0.82
O 1.00 2.49 -1.13
*
```

These are the natural (NBO) partial charges, in e, on atoms 1 to 6: atom 1 (C): 0.533, atom 2 (N): -0.613, atom 3 (C): -0.628, atom 4 (C): -0.444, atom 5 (C): -0.036, atom 6 (C): -0.627

c) This record from the Open Molecules 2025 dataset describes 3 unconnected molecules or ions with the total composition C5H13NO2. The level of theory is ωB97M-V/def2-TZVPD.

HOMO in eV: -8.33
Orbital gap in eV: 3.906
Lowest unoccupied orbital energy in eV: -4.43

Geometry as ORCA input:
```
! RIJCOSX wB97M-V def2-TZVPD def2/J DEFGRID3
* xyz 0 1
C -2.20 -0.47 -0.76
N -1.65 -0.24 -2.09
C 1.50 -0.46 0.93
C 0.62 0.53 1.27
C -0.52 0.21 2.23
O -0.90 -1.09 2.10
C 2.49 -0.29 -0.18
H -1.44 -0.79 0.04
H -2.68 0.44 -0.43
H -2.96 -1.17 -0.87
H -1.33 -1.07 -2.53
H 1.40 -1.39 1.44
H 0.64 1.52 0.73
H -0.19 0.47 3.34
H -1.33 0.89 2.08
H 2.17 0.49 -0.83
H 2.59 -1.22 -0.77
H 3.51 -0.07 0.23
H -0.86 0.39 -2.04
H 0.58 2.04 -2.24
O 0.57 1.27 -1.65
*
```

These are the natural (NBO) partial charges, in e, on atoms 1 to 6: atom 1 (C): -0.408, atom 2 (N): -0.675, atom 3 (C): -0.005, atom 4 (C): -0.147, atom 5 (C): -0.175, atom 6 (O): -0.472

Most stable = a)

a) This record from the Open Molecules 2025 dataset describes 2 unconnected molecules or ions with the total composition C5H13NO2. The level of theory is ωB97M-V/def2-TZVPD.

HOMO in eV: -9.49
Orbital gap in eV: 10.309
Lowest unoccupied orbital energy in eV: 0.81
Structure (SMILES): O[C@H]1CN1.CC(C)O

Geometry as ORCA input:
```
! RIJCOSX wB97M-V def2-TZVPD def2/J DEFGRID3
* xyz 0 1
C -0.83 -1.01 1.77
C 0.60 1.57 -0.97
C 0.20 -1.97 2.20
C -0.96 1.23 -1.10
C 1.39 0.79 -2.01
N 0.32 -1.30 0.91
O -2.07 -1.47 1.40
O 1.06 1.32 0.32
H -2.49 -0.82 0.80
H 0.95 0.33 0.54
H 0.08 -1.91 0.13
H -0.81 0.00 2.17
H 0.72 2.64 -1.13
H -0.05 -3.02 2.22
H 0.94 -1.66 2.93
H -1.06 0.15 -1.02
H -1.46 1.79 -0.32
H -1.32 1.55 -2.07
H 1.06 1.03 -3.01
H 1.28 -0.28 -1.85
H 2.45 1.03 -1.93
*
```

These are the natural (NBO) partial charges, in e, on atoms 1 to 6: atom 1 (C): 0.212, atom 2 (C): 0.122, atom 3 (C): -0.266, atom 4 (C): -0.645, atom 5 (C): -0.634, atom 6 (N): -0.652

b) This record from the Open Molecules 2025 dataset describes 2 unconnected molecules or ions with the total composition C5H13NO2. The level of theory is ωB97M-V/def2-TZVPD.

HOMO in eV: -8.56
Orbital gap in eV: 9.320
Lowest unoccupied orbital energy in eV: 0.76
Structure (SMILES): C[C@@H](C=O)N(C)C.O

Geometry as ORCA input:
```
! RIJCOSX wB97M-V def2-TZVPD def2/J DEFGRID3
* xyz 0 1
C -0.74 -1.81 0.99
N -0.43 -0.88 -0.09
C -1.65 -0.38 -0.74
C -0.02 1.10 1.53
C 0.43 0.23 0.34
C 1.85 -0.26 0.59
O 2.79 0.49 0.56
H -1.36 -2.61 0.59
H 0.14 -2.30 1.36
H -1.22 -1.35 1.85
H -1.53 -0.48 -1.81
H -1.79 0.69 -0.57
H -2.56 -0.90 -0.45
H 0.77 1.80 1.76
H -0.24 0.51 2.43
H -0.94 1.64 1.27
H 0.57 0.92 -0.49
H 1.96 -1.33 0.84
H 1.90 2.15 -3.24
H 0.93 1.12 -3.75
O 1.12 1.65 -2.97
*
```

These are the natural (NBO) partial charges, in e, on atoms 1 to 6: atom 1 (C): -0.418, atom 2 (N): -0.442, atom 3 (C): -0.416, atom 4 (C): -0.634, atom 5 (C): -0.169, atom 6 (C): 0.459

Most stable = b)

a) This record from the Open Molecules 2025 dataset describes 2 unconnected molecules or ions with the total composition C5H13NO2. The level of theory is ωB97M-V/def2-TZVPD.

HOMO in eV: -9.75
Orbital gap in eV: 10.390
Lowest unoccupied orbital energy in eV: 0.64
Structure (SMILES): C=NCCCCO.O

Geometry as ORCA input:
```
! RIJCOSX wB97M-V def2-TZVPD def2/J DEFGRID3
* xyz 0 1
C 1.45 -0.94 0.96
O 1.09 0.42 1.27
C 0.52 -1.54 -0.08
C -0.98 -1.34 0.21
C -1.72 -0.28 -0.64
C -0.58 1.00 -2.19
N -1.14 -0.10 -1.95
H 2.45 -0.82 0.57
H 1.59 -1.54 1.86
H 0.34 0.44 1.88
H 0.78 -1.07 -1.03
H 0.78 -2.55 -0.36
H -1.47 -2.31 0.09
H -1.06 -1.07 1.26
H -2.73 -0.63 -0.80
H -1.75 0.66 -0.09
H -0.15 1.21 -3.17
H -0.50 1.79 -1.44
H 1.08 2.99 1.97
H 1.01 2.40 0.62
O 0.98 3.28 1.06
*
```

These are the natural (NBO) partial charges, in e, on atoms 1 to 6: atom 1 (C): -0.061, atom 2 (O): -0.753, atom 3 (C): -0.447, atom 4 (C): -0.402, atom 5 (C): -0.244, atom 6 (C): -0.049

b) This record from the Open Molecules 2025 dataset describes 2 unconnected molecules or ions with the total composition C5H13NO2. The level of theory is ωB97M-V/def2-TZVPD.

HOMO in eV: -9.29
Orbital gap in eV: 10.029
Lowest unoccupied orbital energy in eV: 0.74
Structure (SMILES): CCC(=O)N(C)C.O

Geometry as ORCA input:
```
! RIJCOSX wB97M-V def2-TZVPD def2/J DEFGRID3
* xyz 0 1
C 0.75 0.48 1.24
C 0.85 1.93 0.67
C 0.12 -0.45 0.23
N -1.24 -0.76 0.26
C -1.71 -1.63 -0.76
C -2.12 0.17 0.98
O 0.87 -1.01 -0.55
H 1.74 0.10 1.48
H 0.27 0.50 2.22
H 1.27 1.95 -0.33
H 1.59 2.34 1.37
H -0.04 2.51 0.78
H -2.36 -2.40 -0.32
H -0.90 -2.04 -1.36
H -2.27 -1.18 -1.61
H -1.61 1.10 1.20
H -2.30 -0.32 1.96
H -3.01 0.45 0.43
H 3.01 -0.96 -3.20
H 3.41 -0.38 -1.88
O 3.69 -0.39 -2.81
*
```

These are the natural (NBO) partial charges, in e, on atoms 1 to 6: atom 1 (C): -0.497, atom 2 (C): -0.602, atom 3 (C): 0.685, atom 4 (N): -0.443, atom 5 (C): -0.431, atom 6 (C): -0.411

c) This record from the Open Molecules 2025 dataset describes 2 unconnected molecules or ions with the total composition C5H13NO2. The level of theory is ωB97M-V/def2-TZVPD.

HOMO in eV: -10.04
Orbital gap in eV: 10.601
Lowest unoccupied orbital energy in eV: 0.57
Structure (SMILES): CCC(=O)O.CCN

Geometry as ORCA input:
```
! RIJCOSX wB97M-V def2-TZVPD def2/J DEFGRID3
* xyz 0 1
C -1.34 -1.57 -0.29
C -1.38 -0.69 0.93
C -0.49 -1.45 -1.45
O -0.13 -2.33 -2.17
O -0.40 -0.20 -2.01
H -1.16 -2.54 0.11
H -2.46 -1.71 -0.67
H -1.02 -1.26 1.81
H -2.50 -0.34 1.03
H -0.84 0.33 0.89
C 1.55 1.46 1.04
C 1.28 1.43 2.61
N 0.85 2.60 0.57
H 2.58 1.33 0.91
H 1.14 0.49 0.53
H 0.28 1.40 2.78
H 1.65 2.27 3.06
H 1.25 2.77 -0.39
H -1.12 0.38 -1.70
H 1.32 3.36 1.11
H 1.47 0.49 2.99
*
```

These are the natural (NBO) partial charges, in e, on atoms 1 to 6: atom 1 (C): -0.557, atom 2 (C): -0.635, atom 3 (C): 0.773, atom 4 (O): -0.537, atom 5 (O): -0.698, atom 6 (H): 0.247

d) This record from the Open Molecules 2025 dataset describes 2 unconnected molecules or ions with the total composition C5H13NO2. The level of theory is ωB97M-V/def2-TZVPD.

HOMO in eV: -9.07
Orbital gap in eV: 9.877
Lowest unoccupied orbital energy in eV: 0.80
Structure (SMILES): CC(C)O.NCC=O

Geometry as ORCA input:
```
! RIJCOSX wB97M-V def2-TZVPD def2/J DEFGRID3
* xyz 0 1
C 0.76 -0.80 0.42
C 0.17 -1.91 -0.44
C 1.61 -1.35 1.55
O 1.51 0.12 -0.36
H 2.18 -0.36 -0.86
H -0.07 -0.12 0.81
H 1.02 -2.00 2.19
H -0.46 -1.48 -1.22
H 0.96 -2.50 -0.89
H -0.45 -2.57 0.17
H 2.02 -0.53 2.15
H 2.44 -1.92 1.15
C -1.73 1.55 -0.88
N -0.59 1.93 -1.68
C -1.55 1.56 0.67
O -2.35 1.09 1.43
H 0.22 1.37 -1.43
H -0.33 2.90 -1.52
H -0.73 2.22 1.00
H -2.55 2.24 -1.09
H -2.08 0.56 -1.17
*
```

These are the natural (NBO) partial charges, in e, on atoms 1 to 6: atom 1 (C): 0.100, atom 2 (C): -0.637, atom 3 (C): -0.631, atom 4 (O): -0.738, atom 5 (H): 0.467, atom 6 (H): 0.178

Most stable = b)

a) This record from the Open Molecules 2025 dataset describes 2 unconnected molecules or ions with the total composition C5H13NO2. The level of theory is ωB97M-V/def2-TZVPD.

HOMO in eV: -9.52
Orbital gap in eV: 10.285
Lowest unoccupied orbital energy in eV: 0.76
Structure (SMILES): CN(O)C=O.CCC

Geometry as ORCA input:
```
! RIJCOSX wB97M-V def2-TZVPD def2/J DEFGRID3
* xyz 0 1
C -1.63 -0.24 1.25
C -2.48 0.73 0.44
C -1.49 -1.58 0.55
H -2.08 -0.38 2.24
H -0.64 0.19 1.41
H -2.55 1.69 0.95
H -2.47 -2.05 0.41
H -1.03 -1.47 -0.43
H -3.50 0.34 0.31
H -2.05 0.90 -0.55
H -0.87 -2.26 1.14
C 2.67 -0.71 -0.84
N 1.93 0.44 -0.36
C 1.06 1.12 -1.19
O 2.77 1.30 0.39
O 0.85 2.33 -1.11
H 2.39 2.18 0.21
H 0.56 0.47 -1.92
H 3.12 -1.23 0.01
H 3.44 -0.38 -1.53
H 1.99 -1.39 -1.37
*
```

These are the natural (NBO) partial charges, in e, on atoms 1 to 6: atom 1 (C): -0.398, atom 2 (C): -0.603, atom 3 (C): -0.601, atom 4 (H): 0.195, atom 5 (H): 0.200, atom 6 (H): 0.212

b) This record from the Open Molecules 2025 dataset describes 2 unconnected molecules or ions with the total composition C5H13NO2. The level of theory is ωB97M-V/def2-TZVPD.

HOMO in eV: -9.57
Orbital gap in eV: 10.210
Lowest unoccupied orbital energy in eV: 0.64
Structure (SMILES): CCN(C)C(C)=O.O

Geometry as ORCA input:
```
! RIJCOSX wB97M-V def2-TZVPD def2/J DEFGRID3
* xyz 0 1
C -1.29 1.46 -1.45
C -0.04 1.07 -0.67
N -0.19 0.20 0.37
C -1.40 -0.69 0.37
C -1.31 -1.86 1.36
C 1.06 -0.26 0.99
O 0.98 1.71 -0.87
H -1.83 2.18 -0.85
H -0.92 1.99 -2.32
H -1.93 0.66 -1.78
H -2.15 -0.04 0.81
H -1.61 -0.98 -0.65
H -0.97 -2.78 0.87
H -0.70 -1.57 2.20
H -2.31 -2.08 1.71
H 1.30 0.34 1.86
H 1.90 -0.15 0.31
H 1.04 -1.30 1.30
H 2.72 0.58 -1.34
H 3.99 0.84 -0.66
O 3.66 0.67 -1.56
*
```

These are the natural (NBO) partial charges, in e, on atoms 1 to 6: atom 1 (C): -0.716, atom 2 (C): 0.686, atom 3 (N): -0.434, atom 4 (C): -0.207, atom 5 (C): -0.626, atom 6 (C): -0.419

Most stable = b)